Record 1
Below is a cluster of 2 separate species, C2H9NS in total in a non-equilibrium geometry, with properties calculated with wB97M-V/def2-TZVPD.

Structure (SMILES) ... CCN.S
ΔE to the lowest compared entry with this formula, charge and spin ... 52.29 kJ/mol
HOMO ... -0.321 hartree

```
! RIJCOSX wB97M-V def2-TZVPD def2/J DEFGRID3
* xyz 0 1
N -0.0309 -0.8290 0.0791
H -2.0521 1.9880 0.1539
H -1.5941 0.9248 1.4842
C -1.2958 1.2926 0.4914
C -0.9288 0.1877 -0.4861
H -1.8143 -0.3333 -0.8627
H -0.3634 -0.9730 1.0280
H -0.0590 -1.6995 -0.4136
H -0.3410 1.7718 0.7317
H 2.6308 -0.7283 -1.2421
H 3.1752 -0.6905 0.6654
H -0.3988 0.6982 -1.2998
S 3.0722 -1.6096 -0.3295
*
```

Record 2
Below is a cluster of 2 separate species, C4H8O3 in total in a non-equilibrium geometry, with properties calculated with wB97M-V/def2-TZVPD.

ΔE to the lowest compared entry with this formula, charge and spin ... 830.91 kJ/mol
HOMO (spin up / spin down) ... -0.290 / -0.379 hartree

```
! RIJCOSX wB97M-V def2-TZVPD def2/J DEFGRID3
* xyz 0 1
H 0.5230 -0.6617 2.1355
O -0.4638 -1.5404 0.4831
O 0.2347 -2.1585 1.4968
H 0.5756 -1.7029 -1.5387
H -1.3842 0.2380 -1.1569
O 0.1912 0.2902 1.7995
C -0.7060 0.6239 -0.4015
H -0.1949 2.4019 -1.4574
H 1.1358 -0.0640 -1.9562
H 1.6189 -0.7068 -0.3372
C -0.7759 -0.0783 0.9130
C -0.1542 1.8594 -0.5211
H 0.2739 2.3568 0.3399
H -1.7838 -0.1066 1.3542
C 0.9097 -0.7509 -1.1529
*
```

Copy entry 2 word for word.
Below is a cluster of 2 separate species, C4H8O3 in total in a non-equilibrium geometry, with properties calculated with wB97M-V/def2-TZVPD.

ΔE to the lowest compared entry with this formula, charge and spin ... 830.91 kJ/mol
HOMO (spin up / spin down) ... -0.290 / -0.379 hartree

```
! RIJCOSX wB97M-V def2-TZVPD def2/J DEFGRID3
* xyz 0 1
H 0.5230 -0.6617 2.1355
O -0.4638 -1.5404 0.4831
O 0.2347 -2.1585 1.4968
H 0.5756 -1.7029 -1.5387
H -1.3842 0.2380 -1.1569
O 0.1912 0.2902 1.7995
C -0.7060 0.6239 -0.4015
H -0.1949 2.4019 -1.4574
H 1.1358 -0.0640 -1.9562
H 1.6189 -0.7068 -0.3372
C -0.7759 -0.0783 0.9130
C -0.1542 1.8594 -0.5211
H 0.2739 2.3568 0.3399
H -1.7838 -0.1066 1.3542
C 0.9097 -0.7509 -1.1529
*
```

ΔE to the lowest compared entry with this formula, charge and spin of number 2 (C4H8O3)? 830.91 kJ/mol

Which formula does entry 1 have? C2H9NS

Among the records above, which one has the lowest ΔE to the lowest compared entry with this formula, charge and spin? C2H9NS